Entry 1:
Below is 12 unconnected molecules or ions with the total composition C45H99O30P3 in a non-equilibrium geometry, with properties calculated with wB97M-V/def2-TZVPD.

```
177
C45H99O30P3 (wB97M-V/def2-TZVPD)
H 22.035 6.573 8.888
O 17.695 12.780 7.789
C 23.281 11.565 2.078
H 21.503 17.789 8.120
O 16.366 12.286 9.852
H 29.550 13.929 12.828
O 23.663 14.375 9.145
H 25.622 12.760 11.262
C 18.796 19.564 8.475
O 18.233 19.193 9.496
C 23.906 21.088 9.411
C 24.414 13.580 14.453
C 20.938 16.642 4.604
C 19.586 16.765 15.911
O 25.850 11.368 12.916
H 18.932 12.675 6.114
H 23.642 15.895 3.689
H 24.875 12.682 1.095
H 26.853 19.666 12.187
C 19.348 13.782 2.984
C 18.708 10.603 9.686
P 27.550 16.373 12.146
H 20.110 16.305 16.749
H 17.894 17.317 17.121
C 20.490 17.875 8.513
H 28.523 17.789 8.892
H 21.498 16.940 3.717
C 22.077 7.291 8.070
C 27.060 8.655 2.168
H 27.284 9.673 1.850
C 26.105 9.963 5.524
C 26.496 18.720 12.595
O 26.420 9.709 4.144
H 30.213 14.436 10.792
H 23.150 11.492 11.513
O 27.029 12.703 7.734
O 26.333 15.634 12.568
C 22.393 17.983 14.001
H 26.257 15.152 6.903
C 30.381 13.581 10.138
H 27.055 11.674 11.343
C 25.319 18.491 7.225
C 23.098 14.454 7.908
H 27.587 14.921 5.830
H 21.832 20.862 9.259
H 17.477 21.224 8.122
O 26.264 14.388 3.058
H 29.133 12.193 9.075
H 18.557 14.276 6.679
O 24.294 8.036 8.259
C 18.787 13.266 7.018
H 22.494 11.957 1.434
H 19.707 13.369 7.594
H 25.152 15.076 10.254
H 29.589 16.701 9.841
H 23.326 12.350 7.749
H 24.618 21.877 9.168
H 22.816 13.223 6.280
H 21.803 11.622 10.298
H 19.125 18.561 17.033
H 18.151 20.533 6.655
C 24.284 15.503 9.750
O 24.200 13.482 2.899
C 24.588 12.351 2.093
H 25.453 11.801 2.464
H 29.902 15.025 14.232
H 21.130 7.829 8.116
H 18.726 16.571 8.545
H 25.203 16.288 4.253
C 28.709 17.345 9.870
C 26.997 8.629 3.702
O 26.075 19.464 9.308
H 20.662 17.961 9.586
H 24.687 16.134 8.958
H 25.930 18.984 13.488
O 25.712 13.130 14.756
H 19.143 21.596 7.678
H 19.620 10.017 9.802
O 27.147 7.558 4.294
H 15.240 13.565 10.948
O 21.865 15.681 14.607
H 22.325 16.078 10.549
H 24.162 20.733 10.409
O 18.927 12.009 9.847
C 23.366 16.396 10.605
O 22.591 9.232 9.273
H 28.971 18.209 10.480
H 18.355 13.833 1.007
C 21.570 16.896 14.592
H 26.111 8.336 1.737
H 24.278 15.134 5.223
H 15.121 11.921 11.571
C 22.655 13.111 7.352
H 22.175 6.708 7.154
C 25.110 14.348 3.350
H 16.587 12.864 11.817
H 28.253 14.467 13.923
H 22.064 18.274 13.003
H 30.903 12.760 10.629
H 22.308 22.061 8.191
P 26.215 11.599 14.437
H 23.493 10.528 1.820
H 28.325 13.055 10.374
O 27.619 17.874 12.705
H 26.908 10.525 6.002
H 22.863 11.631 3.083
C 23.154 8.257 8.475
C 18.385 20.813 7.682
H 17.618 12.738 2.071
C 22.478 10.960 10.841
H 21.535 14.584 4.086
H 20.058 17.285 4.607
C 18.600 17.805 16.449
H 24.633 10.799 6.788
H 24.716 11.652 5.260
H 24.633 14.457 13.844
H 22.240 22.457 9.940
C 22.519 21.706 9.200
H 25.247 9.315 16.552
H 27.813 15.864 7.294
C 18.085 13.723 2.058
H 17.922 10.188 10.317
P 17.728 12.984 9.363
H 24.184 9.761 10.513
C 27.659 13.754 7.741
C 25.157 10.401 16.523
H 21.653 12.859 7.702
H 25.893 10.905 17.150
O 29.014 15.734 12.468
O 20.514 17.523 15.104
H 24.371 18.019 6.967
O 19.927 19.079 8.000
C 24.761 10.663 5.714
H 26.149 17.809 7.408
O 19.609 14.961 3.365
H 19.110 15.970 15.338
C 23.367 10.195 9.938
O 28.751 14.075 8.510
C 20.628 15.116 4.374
H 31.139 13.881 9.414
H 18.065 18.313 15.647
H 23.615 16.433 11.666
O 22.930 15.498 7.242
H 24.180 10.751 16.857
H 21.496 16.934 5.493
O 27.625 16.615 10.512
H 25.491 19.050 6.305
H 23.369 17.395 10.169
C 27.332 14.974 6.888
H 23.888 13.829 15.374
C 24.497 15.460 4.206
H 17.336 14.454 2.362
H 20.284 14.629 5.286
C 29.053 13.161 9.569
O 27.646 11.313 14.742
C 15.794 12.640 11.103
H 26.090 9.008 6.048
H 26.918 13.027 12.389
H 21.830 10.362 11.482
C 26.324 12.245 11.916
H 23.450 17.739 13.896
O 17.878 14.462 9.674
C 19.721 16.617 8.102
C 25.198 19.413 8.411
C 29.194 14.750 13.451
H 27.858 8.005 1.807
O 19.967 12.798 3.228
H 18.344 10.458 8.669
O 24.071 20.142 8.411
H 23.827 12.942 13.791
H 24.012 9.946 5.377
H 22.380 18.875 14.626
O 25.165 10.632 15.136
H 23.802 10.789 9.134
H 19.505 16.714 7.038
H 25.865 18.333 11.795
H 20.211 15.658 8.267
```

Values from the calculation:
- LUMO level: 0.46 eV
- Structure (SMILES): COP(=O)(OC)OC.COP(=O)(OC)OC.COP(=O)(OC)OC.CCOC(C)=O.CCOC(C)=O.CCOC(C)=O.CCOC(C)=O.CCOC(C)=O.CCOC(C)=O.CCOC(C)=O.CCOC(C)=O.CCOC(C)=O
- Relative energy (zero: lowest compared OMol25 entry of this formula, charge and spin): 165.3 kJ/mol
- Max |F|: 4.6 eV/Å



Entry 2:
Below is a molecular structure, C13H35GeN4O4PPmS in a non-equilibrium geometry, with properties calculated with wB97M-V/def2-TZVPD.

```
60
C13H35GeN4O4PPmS (wB97M-V/def2-TZVPD)
H 4.575 0.568 2.285
N -3.391 -2.492 -2.437
C -0.598 2.920 -0.630
H 3.527 -1.369 0.829
H -4.205 -3.589 -0.825
H -0.177 2.101 3.792
Ge 0.509 2.339 -2.172
H -1.626 -3.447 -2.431
H -4.641 -2.218 1.904
C 1.352 -4.641 -2.712
H -5.246 -2.239 -1.344
H -1.517 3.390 -0.986
H -5.004 -0.533 1.415
C 0.258 -3.736 -2.260
N 1.571 1.967 2.630
H 1.765 -1.391 0.672
H -0.881 2.088 0.021
H 0.782 3.580 3.654
H 1.709 3.752 -3.925
O -3.114 -0.161 -0.681
C 3.743 0.206 2.889
H 3.168 3.327 2.948
N 2.543 -0.039 2.084
C -4.231 -1.293 1.504
H -2.854 0.141 2.227
H 1.940 0.969 -0.504
H -3.446 -0.832 3.431
H 2.848 1.250 -1.994
H -0.049 3.635 -0.010
H 4.037 -0.742 3.339
H 2.678 2.553 -0.796
S -0.120 0.060 1.822
H 0.117 0.667 -3.988
Pm -0.790 -0.523 -1.214
H 3.534 0.918 3.681
H 3.341 2.296 1.512
H 2.274 -4.401 -2.193
C 1.435 0.699 2.191
H 1.486 -4.504 -3.786
O 0.430 -2.770 -1.530
C 0.993 3.965 -3.130
H 0.101 4.403 -3.580
O -0.932 -4.088 -2.717
C 2.639 2.844 2.126
C -0.446 0.948 -3.084
H -2.313 -1.389 2.330
H -3.719 -3.172 -3.115
O -2.015 -2.170 0.356
H 2.182 3.613 1.501
H -0.221 3.044 2.288
C 0.410 2.712 3.114
H 1.073 -5.681 -2.545
C 2.583 -1.310 1.372
N -3.161 -0.811 2.453
C -4.213 -2.569 -1.208
H 2.519 -2.143 2.073
P -3.314 -1.525 -0.061
H -3.498 -1.580 -2.874
H 1.435 4.689 -2.440
C 2.167 1.714 -1.276
```

Values from the calculation:
- LUMO level (alpha / beta): -2.83 / -2.83 eV
- 2S+1: 5
- Net charge: +1
- Max |F|: 2.0 eV/Å



Entry 3:
Below is a molecular structure, C21H22LiN8O3, with properties calculated with wB97M-V/def2-TZVPD.

```
55
C21H22LiN8O3 (wB97M-V/def2-TZVPD)
C 2.005 2.384 0.341
H -3.941 -0.753 1.334
N 3.608 0.940 -0.923
H -1.705 -1.164 -4.505
O 1.437 -2.742 0.206
C -4.319 0.204 0.973
C -1.140 -0.822 -2.484
C -2.029 -0.774 -3.547
H -0.201 -3.283 -1.595
N -0.609 -0.339 -0.175
C -3.300 -0.236 -3.403
H -1.340 3.932 0.865
N 4.174 1.603 1.162
O 3.295 -1.726 0.450
C 0.145 -2.971 -2.579
H -5.198 -0.007 0.361
H -3.980 -0.198 -4.245
C 0.520 -0.564 4.270
O 3.208 -3.874 0.740
H -3.697 1.927 -0.126
C 1.706 3.076 1.514
C -0.168 -0.665 2.154
H -0.805 2.697 -1.217
Li 1.570 -0.769 0.358
H -4.643 0.780 1.842
C -0.962 -0.801 0.976
C 3.293 1.668 0.185
H -0.533 -3.381 -3.332
C -2.807 0.261 -1.082
C -1.541 -0.338 -1.226
H 0.936 -1.030 -2.003
H 5.889 0.486 1.198
H 1.130 -3.418 -2.723
C 4.753 0.395 -0.581
H -4.640 0.752 -2.058
N 1.058 -0.045 2.123
N 2.663 -2.823 0.479
C -0.534 -0.999 3.462
H 2.445 3.144 2.302
N 5.128 0.811 0.632
N 1.132 2.267 -0.649
C 0.210 -1.455 -2.695
H 0.604 -0.652 5.342
H -1.906 -1.343 1.103
C -0.357 3.495 0.728
H -2.414 1.206 0.809
C 1.460 0.002 3.397
C -0.061 2.811 -0.439
H 0.570 -1.179 -3.693
H -1.443 -1.494 3.768
H 2.422 0.425 3.653
N 0.529 3.650 1.708
C -3.267 0.964 0.174
C -3.668 0.284 -2.179
H 5.319 -0.321 -1.151
```

Values from the calculation:
- LUMO level: 2.74 eV
- Net charge: -1
- Max |F|: 0.7 eV/Å